# 1
# C4H5NO

One molecule with the formula C4H5NO (ωB97M-V/def2-TZVPD, the Open Molecules 2025 dataset).

Values from the calculation:
E: -7762.5795 eV
Highest occupied orbital energy: -7.548 eV
HOMO-LUMO gap: 7.9 eV
Energy relative to the best compared isomer or geometry (same formula, charge and spin): 91.02 kcal/mol
SMILES string: [O-]/C=C\C1=C[NH2+]1

Positions of all 11 atoms, in Å:
N: -1.00182 -1.17116 0.87962
C: -0.05777 -0.24772 0.16795
C: 0.31131 -1.49863 0.21159
O: 1.88771 0.81315 -1.42237
C: 1.00355 1.52808 -0.95919
C: -0.06114 1.07652 -0.11588
H: -1.07515 -1.10570 1.89463
H: -1.89947 -1.33185 0.42188
H: 0.74016 -2.39903 -0.16146
H: 0.98217 2.61243 -1.19125
H: -0.82956 1.72392 0.27448

Atomic partial charges in e from the Löwdin method, atoms 1 to 6: N 0.10; C -0.28; C 0.05; O -0.02; C -0.34; C -0.08

=====

# 2
# C4H11NO3

A 2-piece molecular cluster, C4H11NO3 overall in a non-equilibrium geometry (ωB97M-V/def2-TZVPD, the Open Molecules 2025 dataset).

Values from the calculation:
E: -11949.1974 eV
Spin multiplicity: 2
Highest occupied orbital energy (spin up / spin down): -15.220 / -15.155 eV
HOMO-LUMO gap (spin up / spin down): 11.6 / 6.5 eV
Charge: +1
Energy relative to the best compared isomer or geometry (same formula, charge and spin): 42.52 kcal/mol

Positions of all 19 atoms, in Å:
C: -0.01925 -1.85621 1.89547
C: 0.97663 -1.34879 0.85314
N: 0.48770 -0.18778 0.16615
C: -0.85048 0.37111 0.14458
C: -1.43314 0.36104 -1.33324
O: -0.65583 1.37525 -1.99972
O: 2.13324 -1.60449 0.69678
H: 0.01139 -1.28668 2.82497
H: -1.05728 -2.01406 1.59542
H: 0.29093 -2.84276 2.25317
H: 1.02080 0.12605 -0.70373
H: -1.52493 -0.08147 0.87069
H: -0.61936 1.43581 0.39541
H: -2.48026 0.66618 -1.24849
H: -1.25466 -0.49619 -1.95323
H: -1.22370 2.06595 -2.35627
H: 1.39815 1.86809 -0.22437
H: 2.85467 1.59623 -0.85151
O: 1.94539 1.85271 -1.02522

Atomic partial charges in e from the Löwdin method, atoms 1 to 6: C 0.02; C -0.38; N 0.20; C -0.08; C -0.13; O -0.07

=====

# 3
# C21H31N3O4

C21H31N3O4 as an isolated structure in a non-equilibrium geometry (ωB97M-V/def2-TZVPD, the Open Molecules 2025 dataset).

Values from the calculation:
E: -34920.3720 eV
Highest occupied orbital energy: -7.986 eV
HOMO-LUMO gap: 8.5 eV
Energy relative to the best compared isomer or geometry (same formula, charge and spin): 516.55 kcal/mol

Positions of all 59 atoms, in Å:
C: -2.29407 2.41159 -2.09156
C: -3.42127 1.78872 -1.37300
O: -3.20468 1.64260 -0.08697
C: -3.20840 2.62203 0.84277
C: -3.67750 3.89001 0.63236
C: -3.90980 4.67404 1.55235
C: -3.43387 4.36881 2.87820
C: -2.71563 3.43414 2.97826
C: -2.58903 2.39759 2.02148
C: -1.90263 1.12870 2.40421
N: -0.72017 1.10153 1.42000
C: 0.50488 1.84067 2.14161
C: 1.91144 1.63473 1.78636
N: 1.54223 1.34451 0.16442
C: 0.77304 0.62727 -0.29994
O: 0.57342 0.13607 -1.41836
C: -0.30945 0.02733 0.93952
C: 0.21562 -1.30243 1.57759
H: 0.45284 -0.79979 2.44155
C: 1.37624 -1.87645 0.81377
O: 2.65358 -1.48406 1.24050
N: 1.21349 -2.72154 -0.35192
C: -0.09271 -2.82764 -0.96116
H: -0.84062 -3.21192 -0.13006
H: 0.15961 -3.45552 -1.77430
H: -0.41356 -1.84936 -1.43081
C: 2.53756 -2.89627 -0.86402
C: 2.36836 -2.30345 -2.60577
H: 2.30435 -1.41038 -2.41715
H: 1.57086 -2.82815 -2.96050
C: 3.73498 -2.69191 -3.25122
O: 4.05733 -4.06801 -3.17999
C: 3.93617 -4.67007 -1.87764
C: 2.77568 -4.41625 -0.98090
H: 2.82395 -4.84672 -0.02362
H: 1.72825 -4.90406 -1.75257
H: 4.23928 -5.60763 -2.03513
H: 4.65898 -4.44381 -1.24218
H: 3.74513 -2.45103 -4.22804
H: 4.55693 -2.40020 -2.74501
H: 3.18159 -2.50500 -0.35161
H: -0.65979 -2.23124 1.57186
H: -1.16783 -0.31787 0.23267
H: 2.40798 1.63405 -0.28194
H: 2.54125 2.35742 1.71053
H: 2.15938 0.75664 2.18581
H: 0.43088 1.59026 3.49811
H: 0.15815 2.97553 2.42533
H: -1.71887 1.07333 3.32879
H: -2.46482 0.11944 1.91242
H: -2.39271 3.25390 3.97595
H: -3.53433 5.37667 3.45135
H: -4.52787 5.88253 1.20624
H: -4.31377 3.92682 -0.34723
H: -3.50787 0.65619 -1.68826
H: -4.50161 2.04637 -1.60975
H: -1.18706 1.92472 -1.99611
H: -2.07247 3.33277 -1.71605
H: -2.51105 2.54376 -3.26128

Atomic partial charges in e from the Löwdin method, atoms 1 to 6: C -0.07; C -0.37; O -0.04; C -0.22; C -0.11; C -0.11

=====

# 4
# C22H23ClGdN2PS

C22H23ClGdN2PS as an isolated structure in a non-equilibrium geometry (ωB97M-V/def2-TZVPD, the Open Molecules 2025 dataset).

Values from the calculation:
E: -79634.2208 eV
Spin multiplicity: 8
Highest occupied orbital energy (spin up / spin down): -14.305 / -14.276 eV
HOMO-LUMO gap (spin up / spin down): 7.0 / 5.5 eV
Charge: +2
Energy relative to the best compared isomer or geometry (same formula, charge and spin): 0.00 kcal/mol

Positions of all 51 atoms, in Å:
Gd: 0.72987 0.02579 1.98306
Cl: -1.25541 1.09440 3.05423
P: -0.21513 0.63544 -0.59898
C: -1.57252 -0.25690 -1.41605
C: -1.35948 -1.10882 -2.51266
C: -2.43851 -1.67204 -3.20161
C: -3.73927 -1.45079 -2.75114
C: -3.94549 -0.70656 -1.58535
C: -2.87751 -0.13555 -0.89921
C: -0.41011 2.42634 -0.92966
C: 0.46365 3.33048 -0.28764
C: 0.25864 4.70316 -0.44097
C: -0.77347 5.19468 -1.25696
C: -1.60856 4.29487 -1.92970
C: -1.43166 2.91597 -1.76116
C: 1.31266 0.15611 -1.48427
C: 2.28982 -0.65562 -0.86742
C: 3.55373 -0.73067 -1.45702
C: 3.80393 -0.14863 -2.70491
C: 2.78516 0.53149 -3.38370
C: 1.54778 0.69881 -2.75696
H: 1.29853 2.96312 0.32409
H: 0.89644 5.41053 0.09315
H: -0.93730 6.27446 -1.33960
H: -2.41677 4.67020 -2.55865
H: -2.09300 2.21515 -2.27109
H: -0.33933 -1.32867 -2.83032
H: -2.26140 -2.30211 -4.07204
H: -4.58477 -1.88999 -3.27732
H: -4.95612 -0.58533 -1.20526
H: -3.03778 0.40760 0.03418
H: 2.05405 -1.28791 0.00785
H: 4.36255 -1.25622 -0.94300
H: 4.79403 -0.22832 -3.15347
H: 2.94436 0.93604 -4.38436
H: 0.75362 1.25551 -3.26235
H: -0.25688 -4.04106 -2.44635
H: 0.48196 -3.92028 -2.37662
C: -0.93076 -2.97520 4.97774
N: 0.19184 -2.06408 4.79001
C: 1.01583 -1.52975 5.78679
C: 2.12245 -1.04423 5.19366
N: 1.94785 -1.17615 3.78811
C: 0.76808 -1.93954 3.58527
S: 0.28582 -2.49390 2.04065
H: -1.85581 -2.50380 4.63744
H: -0.72821 -3.86760 4.37208
H: -1.04441 -3.25532 6.02787
H: 0.72219 -1.55238 6.82736
H: 2.94381 -0.47797 5.57702
H: 2.74098 -1.55477 3.24522

Atomic partial charges in e from the Löwdin method, atoms 1 to 6: Gd 0.99; Cl -0.11; P 0.99; C -0.37; C -0.09; C -0.06